Here is a molecular structure, H4NO2P2 in a non-equilibrium geometry from OMol25. Energies are from the ωB97M-V functional and the def2-TZVPD basis.

```
! RIJCOSX wB97M-V def2-TZVPD def2/J DEFGRID3
* xyz -1 3
P 0.204 0.005 0.607
P 1.025 0.198 -1.484
O 0.266 -1.398 1.043
O 0.838 1.095 1.378
N -1.374 0.441 0.280
H -1.752 -0.002 1.162
H -1.538 1.450 0.323
H 2.076 -1.166 -0.981
H 0.256 -0.623 -2.329
*
```

For the HOMO energy (alpha / beta), the calculation gives -0.0250 / -0.1875 hartree. For the largest force on an atom, the calculation gives 2.45 eV/A. The calculation puts the relative energy (zero: lowest compared OMol25 entry of this formula, charge and spin) at 0.0 kJ/mol. The value obtained for the frontier orbital gap (alpha / beta) is 5.1 / 6.5 eV. The value obtained for the total energy is -24226.1705 eV. The value obtained for the molar mass is 111.985 g/mol.

---

Here is a molecular structure, C6H9N from OMol25. Energies are from the ωB97M-V functional and the def2-TZVPD basis.

```
! RIJCOSX wB97M-V def2-TZVPD def2/J DEFGRID3
* xyz 0 1
N 0.572 -0.265 -0.002
C 1.818 -0.543 -0.050
C -1.515 -1.087 0.618
C -0.508 0.185 -0.947
C -0.661 1.206 0.171
C -0.475 -0.022 1.050
C -1.536 -0.949 -0.708
H -0.125 0.012 2.085
H 2.355 -0.737 0.871
H 1.418 2.076 0.229
H -2.082 -1.509 -1.458
H 2.325 -0.545 -1.008
H -2.040 -1.789 1.255
H 2.186 2.060 0.217
H -1.548 1.837 0.250
H -0.193 0.430 -1.964
*
```

For the HOMO energy (alpha / beta), the calculation gives -0.2371 / -0.2370 hartree. For the largest force on an atom, the calculation gives 0.59 eV/A. The calculation puts the relative energy (zero: lowest compared OMol25 entry of this formula, charge and spin) at 687.3 kJ/mol. The value obtained for the frontier orbital gap (alpha / beta) is 7.3 / 7.2 eV. The value obtained for the total energy is -7851.0363 eV. The value obtained for the molar mass is 95.145 g/mol.

---

Here is a molecular structure, C26H21ClCoN3OS5Se2Te2 in a non-equilibrium geometry from OMol25. Energies are from the ωB97M-V functional and the def2-TZVPD basis.

```
! RIJCOSX wB97M-V def2-TZVPD def2/J DEFGRID3
* xyz -1 2
Te -0.825 -0.235 -4.915
Te -0.079 -2.750 -4.119
Se 0.146 0.971 -2.954
Se -0.927 -2.558 -1.784
Co -0.781 -0.249 -0.968
Cl -5.125 1.583 -4.166
S -1.471 -1.945 3.765
S 3.919 -2.436 0.027
S 4.285 1.290 -1.032
S -1.322 3.944 1.549
S 3.082 0.600 2.681
O 0.813 -0.200 -0.092
N -1.351 -1.055 1.358
N -1.269 1.687 0.334
N -2.791 0.059 -1.353
C 4.249 3.002 -0.855
C 2.875 -1.270 -0.722
C 2.795 -0.463 4.007
C 2.867 -1.419 -2.072
C 3.136 3.421 -0.206
C -1.430 0.044 2.165
C 2.777 1.134 -0.203
C -3.282 0.743 -2.402
C 2.359 -0.517 1.579
C 4.327 -3.108 -1.506
C 3.692 -2.475 -2.521
C -1.213 2.952 0.099
C -3.673 -0.670 -0.644
C -1.038 3.630 -1.201
C -1.349 -2.158 2.015
C -4.607 0.684 -2.782
C 2.161 -0.217 0.103
C -1.517 -0.249 3.505
C -5.017 -0.724 -0.929
C -1.449 2.502 2.470
C 2.170 -1.602 3.617
C 1.917 -1.630 2.228
C -1.289 -3.543 1.497
C 2.295 2.350 0.170
C -1.395 1.395 1.660
C -5.526 -0.043 -2.035
H 2.919 4.454 0.008
H 1.372 2.474 0.706
H 1.894 -2.393 4.294
H -2.597 1.366 -2.961
H -1.743 3.248 -1.937
H -6.574 -0.067 -2.285
H -0.646 -4.152 2.130
H -1.596 0.426 4.332
H 3.105 -0.169 4.991
H -0.897 -3.549 0.483
H 5.054 3.593 -1.246
H -1.176 4.703 -1.085
H 2.299 -0.788 -2.735
H -2.288 -3.985 1.482
H -3.264 -1.228 0.187
H 1.429 -2.439 1.717
H 3.813 -2.743 -3.558
H -1.542 2.543 3.534
H -0.034 3.442 -1.587
H -5.678 -1.282 -0.284
H 5.012 -3.932 -1.553
*
```

For the HOMO energy (alpha / beta), the calculation gives -0.1258 / -0.1254 hartree. For the largest force on an atom, the calculation gives 1.69 eV/A. The value obtained for the frontier orbital gap (alpha / beta) is 5.4 / 5.4 eV. The value obtained for the total energy is -283428.7565 eV. The value obtained for the molar mass is 1059.315 g/mol.

---

Here is a molecular structure, C36H36GeN5O3S3Sn in a non-equilibrium geometry from OMol25. Energies are from the ωB97M-V functional and the def2-TZVPD basis.

```
! RIJCOSX wB97M-V def2-TZVPD def2/J DEFGRID3
* xyz 2 2
Sn 0.347 -0.086 -0.896
Ge -3.185 0.455 1.567
S 3.326 1.505 -2.395
S 2.219 -1.391 0.248
S -1.663 -1.272 0.060
O 0.324 -2.824 2.306
O 2.724 2.654 -1.783
O 3.453 1.451 -3.816
N -1.523 -3.946 -0.011
N -0.062 0.813 -2.987
N 2.439 0.152 -1.857
N -0.131 -1.712 -2.296
N -0.456 -2.924 -1.750
C -0.071 2.111 -3.270
C -2.638 3.739 -1.086
C -3.865 3.645 -1.793
C 6.064 1.567 -1.657
C 0.105 -0.102 -3.967
C -0.135 -2.625 -4.553
C -0.530 4.866 -0.687
C 0.085 2.572 -4.570
C -0.553 0.505 5.452
C -0.592 -2.946 3.394
C -4.448 1.677 -0.559
C 6.777 -0.076 -0.020
C -3.275 1.733 0.162
C 1.204 -3.965 2.311
C 5.499 -0.611 0.064
C 7.056 0.994 -0.867
C -2.666 0.528 4.311
C 0.107 0.432 4.230
C -2.321 2.768 -0.103
C -4.718 -0.689 1.794
C -0.025 -1.531 -3.555
C -1.076 2.877 0.567
C 4.803 1.020 -1.562
C -0.199 3.890 0.276
C 0.170 -3.710 4.460
C -1.724 4.792 -1.348
C 0.276 1.650 -5.577
C 4.509 -0.050 -0.728
C -2.008 0.482 3.079
C -1.138 -2.837 -0.645
C -1.940 0.553 5.493
C -0.615 0.427 3.050
C 0.280 0.289 -5.273
C 3.097 -0.429 -0.856
C 0.926 -4.736 3.608
C -4.749 2.632 -1.546
H -0.477 -4.164 5.209
H -1.991 -3.902 0.875
H -2.458 0.601 6.442
H 0.076 3.636 -4.766
H -0.828 2.180 1.353
H -0.079 0.333 2.117
H 1.838 -5.097 4.079
H -0.168 2.791 -2.433
H 7.574 -0.500 0.577
H -5.683 2.569 -2.090
H -5.173 0.891 -0.369
H 0.417 -0.448 -6.052
H -4.422 -1.538 2.407
H 0.164 5.671 -0.893
H 0.015 0.515 6.374
H -4.092 4.400 -2.537
H -5.520 -0.154 2.308
H -3.751 0.539 4.366
H 0.749 3.954 0.798
H 2.229 -3.591 2.262
H 1.019 -4.571 1.420
H -1.996 5.542 -2.082
H 8.062 1.390 -0.910
H 0.864 -3.035 4.965
H 0.290 -5.601 3.413
H -1.321 -4.842 -0.425
H 6.277 2.399 -2.316
H 5.285 -1.449 0.716
H -5.094 -1.033 0.833
H -0.060 -3.589 -4.063
H -0.907 -1.946 3.693
H -1.485 -3.515 3.083
H -1.099 -2.565 -5.067
H 0.649 -2.533 -5.305
H 0.424 1.975 -6.599
H 1.188 0.368 4.196
*
```

For the HOMO energy (alpha / beta), the calculation gives -0.4813 / -0.4975 hartree. For the largest force on an atom, the calculation gives 1.31 eV/A. The calculation puts the relative energy (zero: lowest compared OMol25 entry of this formula, charge and spin) at 109.1 kJ/mol. The value obtained for the frontier orbital gap (alpha / beta) is 7.0 / 6.1 eV. The value obtained for the total energy is -146348.5006 eV. The value obtained for the molar mass is 874.238 g/mol.